Computed, not measured: a molecular structure, C15H26N5ORuS, with the ωB97M-V functional and the def2-TZVPD basis.

Computed properties:
- HOMO level (alpha / beta) (eV) = -14.841 / -15.192
- calculated total energy (eV) = -38876.6103
- expectation value of S² = 8.7790
- total charge = +2
- max |F| (eV Å⁻¹) = 0.4
- multiplicity = 6

XYZ file:
```
49
C15H26N5ORuS | the OMol25 dataset | the ωB97M-V functional and the def2-TZVPD basis
Ru -0.150 -0.384 -0.122
C 4.143 -0.078 -0.536
C 2.813 0.143 -1.177
O 1.827 0.541 -0.515
N 2.696 -0.047 -2.491
C 1.461 0.230 -3.219
C 0.561 -0.983 -3.280
C 0.444 -1.704 -4.456
C -0.315 -2.865 -4.485
C -0.924 -3.289 -3.315
C -0.773 -2.517 -2.181
N -0.071 -1.374 -2.156
H 4.016 -0.190 0.537
H 4.781 0.786 -0.726
H 4.638 -0.958 -0.944
H 3.506 -0.354 -3.009
H 1.725 0.535 -4.229
H 0.960 1.071 -2.740
H 0.953 -1.357 -5.345
H -0.414 -3.434 -5.399
H -1.503 -4.200 -3.271
H -1.221 -2.827 -1.244
C -2.328 -0.889 2.115
N -2.350 -0.413 0.710
C -3.282 -1.272 -0.049
C -2.836 0.985 0.646
C -1.824 1.933 1.252
N -0.507 1.834 0.569
C -0.535 2.611 -0.689
C 0.524 2.407 1.463
H -3.311 -0.738 2.569
H -1.573 -0.364 2.695
H -2.081 -1.948 2.127
H -4.292 -1.181 0.362
H -2.976 -2.313 0.036
H -3.303 -0.973 -1.097
H -3.793 1.069 1.173
H -3.024 1.228 -0.403
H -1.677 1.706 2.306
H -2.187 2.964 1.195
H -0.873 3.634 -0.497
H -1.216 2.155 -1.413
H 0.468 2.648 -1.107
H 0.272 3.444 1.700
H 1.492 2.371 0.972
H 0.569 1.831 2.386
S 1.969 -4.083 1.491
C 1.157 -2.780 1.246
N 0.520 -1.771 1.064
```

Löwdin population analysis, charges in e, atoms 1 to 6:
1 Ru 1.55
2 C 0.05
3 C -0.47
4 O -0.14
5 N 0.12
6 C -0.08

=====

Computed, not measured: a molecular structure, C18H18CeFO at a distorted geometry, with the ωB97M-V functional and the def2-TZVPD basis.

Computed properties:
- HOMO level (alpha / beta) (eV) = -8.050 / -8.245
- calculated total energy (eV) = -36651.8530
- expectation value of S² = 0.7510
- total charge = 0
- max |F| (eV Å⁻¹) = 2.2
- multiplicity = 2

XYZ file:
```
39
C18H18CeFO | the OMol25 dataset | the ωB97M-V functional and the def2-TZVPD basis
C -0.329 3.476 2.886
C 0.854 3.866 2.181
C 0.751 3.398 0.832
H 1.647 4.482 2.596
C -0.513 2.747 0.687
C -1.194 2.792 1.952
H -2.227 2.480 2.122
H -0.607 3.777 3.898
H 1.437 3.616 0.011
H -0.902 2.316 -0.230
C 0.929 -1.247 3.762
C 0.581 -0.256 4.743
C -0.712 0.263 4.395
H 1.215 0.070 5.587
C -1.164 -0.422 3.216
C -0.142 -1.344 2.824
H -0.168 -1.997 1.957
H 1.823 -1.870 3.759
H -1.307 0.974 4.972
H -2.113 -0.285 2.708
Ce 0.740 0.956 2.224
O 0.081 -0.230 -1.041
C 1.279 -0.023 -1.784
C -0.020 -0.126 -2.553
H 1.723 0.972 -1.672
H 1.957 -0.882 -1.824
H -0.460 0.814 -2.919
H -1.261 -0.243 -4.971
C -0.950 -1.226 -4.621
C -0.332 -1.323 -3.347
C 0.090 -2.599 -2.921
H 0.586 -2.696 -1.953
C -0.101 -3.720 -3.730
H 0.244 -4.695 -3.380
C -0.697 -3.595 -4.987
H -0.805 -4.469 -5.627
C -1.128 -2.343 -5.434
H -1.575 -2.234 -6.421
F 2.770 0.824 2.100
```

Löwdin population analysis, charges in e, atoms 1 to 6:
1 C -0.18
2 C -0.16
3 C -0.19
4 H 0.11
5 C -0.24
6 C -0.22

=====

Computed, not measured: a molecular structure, C18H19AuN3O at a distorted geometry, with the ωB97M-V functional and the def2-TZVPD basis.

Computed properties:
- HOMO level (eV) = -11.013
- calculated total energy (eV) = -29178.0314
- total charge = +1
- max |F| (eV Å⁻¹) = 1.6

XYZ file:
```
42
C18H19AuN3O | the OMol25 dataset | the ωB97M-V functional and the def2-TZVPD basis
Au 0.338 0.198 0.004
C 3.079 -0.152 1.227
N 2.550 0.483 0.002
C 3.068 -0.148 -1.231
C 2.862 1.952 0.004
C 1.639 2.793 0.000
C 1.724 4.182 0.004
C 0.572 4.950 0.001
C -0.674 4.328 -0.005
C -0.757 2.945 -0.006
C 0.402 2.190 -0.001
H 4.171 -0.139 1.226
H 2.739 -1.181 1.301
H 2.712 0.388 2.097
H 4.160 -0.136 -1.238
H 2.695 0.397 -2.095
H 2.725 -1.175 -1.306
H 3.472 2.194 -0.868
H 3.465 2.193 0.881
H 2.699 4.656 0.009
H 0.642 6.029 0.006
H -1.577 4.924 -0.009
H -1.723 2.456 -0.008
O -1.674 0.243 -0.008
C -2.605 -0.713 -0.004
C -3.933 -0.255 -0.002
C -4.998 -1.122 0.003
C -4.777 -2.501 0.006
C -3.489 -2.968 0.004
C -2.386 -2.096 -0.002
C -1.041 -2.624 -0.003
N 0.089 -1.933 0.002
C 1.131 -2.853 0.003
C 0.622 -4.101 -0.002
N -0.744 -3.940 -0.006
H -4.070 0.818 -0.003
H -6.009 -0.738 0.005
H -5.606 -3.194 0.011
H -3.343 -4.041 0.007
H 2.161 -2.558 0.007
H 1.105 -5.061 -0.002
H -1.416 -4.687 -0.011
```

Löwdin population analysis, charges in e, atoms 1 to 6:
1 Au 1.33
2 C -0.06
3 N -0.33
4 C -0.06
5 C -0.13
6 C -0.25

=====

Computed, not measured: a single C5H8 molecule at a distorted geometry, with the ωB97M-V functional and the def2-TZVPD basis.

Computed properties:
- HOMO level (alpha / beta) (eV) = -4.841 / -9.467
- calculated total energy (eV) = -5307.0831
- expectation value of S² = 2.0087
- total charge = 0
- max |F| (eV Å⁻¹) = 9.4
- multiplicity = 3

XYZ file:
```
13
C5H8 | the OMol25 dataset | the ωB97M-V functional and the def2-TZVPD basis
C -0.276 -1.497 0.400
C -0.774 -0.428 -0.175
C 0.830 -0.670 -0.215
C -1.890 0.439 -0.764
C 1.778 0.283 0.598
H -0.574 -2.443 0.873
H 1.202 -0.992 -1.123
H -1.462 1.455 -0.877
H -2.870 0.584 -0.140
H -2.151 0.012 -1.717
H 1.600 0.262 1.798
H 1.617 1.229 0.163
H 2.789 -0.070 0.524
```

Löwdin population analysis, charges in e, atoms 1 to 6:
1 C -0.08
2 C -0.19
3 C -0.19
4 C -0.07
5 C -0.07
6 H 0.09

=====

Computed, not measured: a single C5H9NO molecule, with the ωB97M-V functional and the def2-TZVPD basis.

Computed properties:
- HOMO level (eV) = -7.646
- calculated total energy (eV) = -8868.0836
- total charge = 0
- max |F| (eV Å⁻¹) = 0.3
- SMILES string = NC1=CCCCO1

XYZ file:
```
16
C5H9NO | the OMol25 dataset | the ωB97M-V functional and the def2-TZVPD basis
N -0.021 -1.166 -2.284
C 0.049 -0.554 -1.047
C -0.604 -1.020 0.028
C -0.779 -0.211 1.281
C -0.068 1.139 1.124
C 1.196 0.942 0.300
O 0.851 0.546 -1.032
H 0.556 -0.825 -3.032
H -0.931 -1.510 -2.535
H -1.073 -1.994 -0.061
H -0.395 -0.749 2.159
H -1.849 -0.043 1.467
H -0.708 1.849 0.586
H 0.168 1.581 2.098
H 1.823 0.156 0.747
H 1.784 1.858 0.201
```

Löwdin population analysis, charges in e, atoms 1 to 6:
1 N 0.12
2 C -0.43
3 C -0.07
4 C -0.21
5 C -0.17
6 C -0.18

=====

Computed, not measured: a single C16H25BrN2O4S molecule, with the ωB97M-V functional and the def2-TZVPD basis.

Computed properties:
- HOMO level (eV) = -9.105
- calculated total energy (eV) = -109045.7843
- total charge = 0
- max |F| (eV Å⁻¹) = 0.9
- SMILES string = COCCCNC(=O)CCCCCNS(=O)(=O)c1ccc(Br)cc1

XYZ file:
```
49
C16H25BrN2O4S | the OMol25 dataset | the ωB97M-V functional and the def2-TZVPD basis
C 1.496 3.361 -1.013
O 0.662 2.378 -0.451
C -0.555 2.868 0.073
C -0.399 3.516 1.454
C -0.117 2.482 2.544
N -1.310 1.755 2.914
C -1.404 0.418 2.958
O -0.449 -0.320 2.761
C -2.795 -0.100 3.281
C -2.780 -1.547 3.786
C -3.865 -2.433 3.173
C -3.807 -2.604 1.652
C -2.497 -3.190 1.109
N -1.452 -2.218 0.858
S -1.771 -1.085 -0.312
O -2.286 0.141 0.261
O -2.565 -1.692 -1.341
C -0.136 -0.747 -0.953
C 0.922 -0.536 -0.090
C 2.169 -0.236 -0.609
C 2.319 -0.143 -1.982
Br 4.020 0.310 -2.694
C 1.264 -0.357 -2.852
C 0.023 -0.666 -2.322
H 2.348 2.837 -1.441
H 0.977 3.915 -1.805
H 1.862 4.075 -0.267
H -1.214 1.998 0.144
H -0.996 3.592 -0.628
H 0.421 4.236 1.431
H -1.314 4.062 1.694
H 0.285 2.982 3.434
H 0.614 1.754 2.187
H -2.152 2.300 3.019
H -3.344 -0.030 2.340
H -3.277 0.564 4.000
H -2.906 -1.552 4.871
H -1.800 -1.983 3.582
H -3.793 -3.421 3.634
H -4.846 -2.023 3.431
H -3.976 -1.654 1.142
H -4.622 -3.271 1.364
H -2.096 -3.949 1.786
H -2.694 -3.652 0.138
H -1.100 -1.748 1.688
H 0.770 -0.588 0.975
H 3.010 -0.062 0.044
H 1.408 -0.278 -3.918
H -0.831 -0.845 -2.957
```

Löwdin population analysis, charges in e, atoms 1 to 6:
1 C -0.09
2 O -0.21
3 C -0.21
4 C -0.14
5 C -0.16
6 N 0.08